C26H31N5OS2SiTi | the ωB97M-V functional and the def2-TZVPD basis

Positions of all 67 atoms, in Å:
Ti 1.320 0.883 -0.409
N -2.743 2.408 -0.608
C -1.760 1.516 -0.813
N -0.614 1.904 -0.296
C -0.862 3.150 0.283
C -0.011 4.025 0.957
C -0.559 5.200 1.429
C -1.916 5.509 1.245
C -2.767 4.653 0.576
C -2.206 3.473 0.100
H -3.695 2.295 -0.913
H -1.918 0.587 -1.339
H 1.044 3.820 1.087
H 0.072 5.911 1.944
H -2.300 6.442 1.631
H -3.811 4.892 0.428
C 1.479 -3.687 1.105
C 1.021 -3.491 -0.345
C 2.240 -3.221 -1.235
C 0.314 -4.760 -0.834
Si -0.115 -1.997 -0.400
O 0.654 -0.685 0.301
C -0.430 -1.368 -2.153
C -1.488 -1.850 -2.929
C -1.743 -1.361 -4.204
C -0.950 -0.359 -4.744
C 0.105 0.152 -4.001
C 0.342 -0.363 -2.735
C -1.755 -2.189 0.480
C -2.106 -1.265 1.467
C -3.330 -1.332 2.119
C -4.237 -2.326 1.788
C -3.914 -3.251 0.805
C -2.688 -3.181 0.161
H 2.143 -4.553 1.168
H 0.638 -3.869 1.779
H 2.033 -2.819 1.471
H 2.946 -4.052 -1.155
H 2.773 -2.316 -0.932
H 1.963 -3.125 -2.287
H 1.033 -5.584 -0.864
H -0.087 -4.648 -1.844
H -0.493 -5.062 -0.166
H -2.143 -2.616 -2.531
H -2.568 -1.764 -4.776
H -1.149 0.022 -5.737
H 0.735 0.937 -4.397
H 1.259 0.058 -2.271
H -1.409 -0.479 1.738
H -3.572 -0.610 2.889
H -5.191 -2.383 2.295
H -4.616 -4.031 0.541
H -2.467 -3.921 -0.599
S 3.868 4.529 -0.246
C 2.915 3.390 -0.809
N 2.186 2.534 -1.193
C 4.106 2.827 3.381
N 4.287 1.937 2.246
C 3.384 1.125 1.731
N 2.133 1.099 2.273
S 3.733 0.199 0.350
H 4.827 3.634 3.295
H 4.257 2.309 4.329
H 3.117 3.285 3.355
H 5.165 1.962 1.751
H 1.959 1.572 3.148
H 1.564 0.274 2.118

- ⟨S²⟩ = 0.753
- spin multiplicity = 2
- lowest unoccupied orbital energy (alpha / beta) (eV) = -3.00 / -2.85
- total charge = +1

---

C26H31N6O5SV | the ωB97M-V functional and the def2-TZVPD basis

Positions of all 70 atoms, in Å:
V -0.377 -0.235 0.049
C 0.722 -1.359 -4.371
N 1.751 -0.986 -3.404
C 3.130 -1.352 -3.691
C 1.345 -0.548 -2.223
O 0.140 -0.303 -2.009
C 2.398 -0.281 -1.154
O 1.774 -0.156 0.128
C 2.250 -1.064 1.119
C 1.179 -1.199 2.193
O 0.139 -0.515 2.140
N 1.420 -2.062 3.175
C 2.674 -2.792 3.309
C 0.443 -2.228 4.247
H 1.192 -1.907 -5.183
H -0.022 -1.994 -3.893
H 0.225 -0.475 -4.771
H 3.318 -2.393 -3.420
H 3.311 -1.218 -4.754
H 3.825 -0.705 -3.162
H 3.127 -1.085 -1.138
H 2.897 0.665 -1.376
H 2.439 -2.033 0.656
H 3.165 -0.669 1.569
H 3.085 -3.056 2.338
H 3.411 -2.217 3.873
H 2.476 -3.717 3.845
H -0.495 -1.778 3.944
H 0.295 -3.291 4.430
H 0.796 -1.753 5.164
S -1.516 6.339 0.814
C -1.094 4.621 0.566
C -1.458 3.961 -0.602
C -1.129 2.625 -0.745
N -0.465 1.940 0.194
C -0.101 2.583 1.308
C -0.411 3.910 1.545
C -0.111 7.059 -0.031
C -0.177 7.360 -1.382
C 0.947 7.906 -1.990
N 2.080 8.159 -1.344
C 2.123 7.885 -0.044
C 1.059 7.338 0.660
H -2.000 4.475 -1.384
H -1.410 2.069 -1.631
H 0.429 1.993 2.044
H -0.122 4.382 2.473
H -1.080 7.184 -1.951
H 0.928 8.151 -3.046
H 3.052 8.114 0.466
H 1.141 7.142 1.720
O 1.400 -2.918 -1.213
C 0.337 -3.177 -0.628
O -0.410 -2.361 -0.010
H 0.005 -4.229 -0.587
N -4.654 0.001 0.717
C -3.349 0.257 0.965
N -2.553 -0.300 0.089
C -3.384 -0.972 -0.803
C -3.066 -1.731 -1.929
C -4.115 -2.282 -2.633
C -5.449 -2.092 -2.236
C -5.777 -1.345 -1.124
C -4.714 -0.789 -0.418
H -5.427 0.325 1.271
H -3.024 0.852 1.804
H -2.033 -1.875 -2.216
H -3.914 -2.881 -3.511
H -6.239 -2.546 -2.818
H -6.805 -1.202 -0.821

- energy above the lowest of the compared OMol25 structures with the same formula, charge and spin (kcal/mol) = 0.0
- ⟨S²⟩ = 3.756
- spin multiplicity = 4
- lowest unoccupied orbital energy (alpha / beta) (eV) = -2.32 / -2.41
- total charge = +1

---

C26H32BF4O2PSb2Sr | the ωB97M-V functional and the def2-TZVPD basis

Positions of all 69 atoms, in Å:
Sr -0.515 -0.018 1.069
C 3.646 1.594 -0.421
Sb 2.339 1.972 1.215
C 3.760 1.617 2.778
C 2.495 4.131 1.228
C 2.376 4.775 -0.122
C 3.550 5.041 -0.833
C 3.537 5.678 -2.061
C 2.325 6.086 -2.601
C 1.155 5.824 -1.909
C 1.149 5.153 -0.684
C -0.169 4.863 -0.042
Sb -1.449 3.508 -1.191
C -3.327 4.287 1.510
C 0.175 2.462 -2.145
H 4.624 2.029 -0.216
H 3.240 2.030 -1.332
H 3.732 0.516 -0.542
H 4.685 2.148 2.551
H 3.967 0.550 2.851
H 3.369 1.965 3.732
H 3.480 4.337 1.649
H 1.750 4.507 1.928
H 4.498 4.752 -0.394
H 4.464 5.871 -2.584
H 2.292 6.606 -3.550
H 0.207 6.144 -2.330
H -0.746 5.779 0.088
H -0.084 4.396 0.938
H -3.978 3.955 0.695
H -2.493 4.846 1.079
H -3.001 2.757 2.837
H -0.227 1.762 -2.875
H 0.753 1.901 -1.408
H 0.839 3.166 -2.648
O -2.613 2.981 1.989
C -2.423 1.726 1.182
O -1.434 2.041 0.228
C -3.716 1.363 0.475
P -3.350 -0.274 -0.312
C -3.536 0.045 -2.103
C -4.720 0.533 -2.658
C -4.792 0.827 -4.007
C -3.681 0.634 -4.822
C -2.507 0.139 -4.285
C -2.432 -0.157 -2.926
C -4.796 -1.322 0.073
C -4.594 -2.702 0.042
C -5.641 -3.577 0.289
C -6.903 -3.082 0.582
C -7.114 -1.711 0.624
C -6.068 -0.837 0.370
H -4.045 2.083 -0.286
H -4.513 1.250 1.211
H -5.593 0.676 -2.030
H -5.714 1.206 -4.430
H -3.740 0.866 -5.878
H -1.643 -0.024 -4.917
H -1.516 -0.557 -2.512
H -3.606 -3.091 -0.177
H -5.468 -4.645 0.261
H -7.720 -3.763 0.782
H -8.097 -1.320 0.855
H -6.252 0.230 0.408
F 0.378 -0.888 -1.101
B 1.064 -1.926 -0.368
F 1.616 -2.858 -1.172
F 1.988 -1.247 0.459
F 0.066 -2.456 0.520

- energy above the lowest of the compared OMol25 structures with the same formula, charge and spin (kcal/mol) = 133.5
- lowest unoccupied orbital energy (eV) = -0.36

---

C26H32FeNO5S | the ωB97M-V functional and the def2-TZVPD basis

Positions of all 66 atoms, in Å:
O -0.520 -1.089 -2.281
C -0.672 0.036 -3.219
C -0.439 -0.746 -4.485
H 0.105 0.804 -3.130
H -1.690 0.433 -3.104
C -0.459 -1.935 -3.503
H 0.547 -0.568 -4.923
H -1.259 -0.684 -5.202
C 0.860 -2.693 -3.601
H 1.669 -2.112 -3.140
H 1.118 -2.838 -4.662
H 0.801 -3.687 -3.142
C -1.737 -2.741 -3.636
H -2.584 -2.054 -3.666
H -1.877 -3.439 -2.813
H -1.732 -3.299 -4.578
Fe -0.837 -1.610 0.749
C -2.438 -1.656 1.986
C -2.046 -0.297 1.743
C -2.052 -0.075 0.309
H -2.091 0.493 2.478
C -2.480 -1.306 -0.321
C -2.718 -2.276 0.723
H -3.137 -3.265 0.575
H -2.599 -2.069 2.982
H -1.970 0.890 -0.173
H -2.739 -1.410 -1.363
C 0.260 -2.926 1.863
C -0.423 -3.620 0.817
C -0.071 -2.983 -0.438
H -1.082 -4.479 0.923
C 0.918 -1.953 -0.162
C 1.129 -1.944 1.261
H 1.990 -1.489 1.737
H 0.222 -3.179 2.916
H -0.351 -3.361 -1.410
H 1.490 -1.351 -0.867
O 1.835 2.239 -2.559
C 0.975 2.037 -1.404
C -0.210 3.002 -1.556
H 1.524 2.181 -0.460
H 0.647 0.991 -1.366
C 0.450 4.221 -2.259
H -0.675 3.236 -0.601
H -0.930 2.511 -2.239
C 1.766 3.672 -2.823
H 0.676 4.983 -1.510
H -0.136 4.687 -3.049
H 2.598 4.146 -2.273
H 1.923 3.902 -3.895
O -0.333 -1.335 4.741
C 0.136 -0.406 4.070
N 0.086 -0.269 2.682
S 0.783 1.091 2.081
O 1.988 0.838 1.315
O -0.195 1.977 1.489
C 1.217 1.672 3.659
C 1.838 2.886 3.911
C 2.035 3.243 5.255
C 1.659 2.356 6.279
C 1.086 1.109 5.988
C 0.823 0.784 4.648
H 2.156 3.503 3.073
H 2.491 4.203 5.485
H 1.856 2.638 7.319
H 0.823 0.383 6.754

- energy above the lowest of the compared OMol25 structures with the same formula, charge and spin (kcal/mol) = 48.4
- ⟨S²⟩ = 6.043
- spin multiplicity = 5
- lowest unoccupied orbital energy (alpha / beta) (eV) = 2.70 / 2.69
- total charge = -1

---

C26H32HfNP2S2 | the ωB97M-V functional and the def2-TZVPD basis

Positions of all 64 atoms, in Å:
Hf -0.433 -0.106 -0.183
C 1.652 -0.211 3.019
P 1.996 0.144 1.265
C 3.425 1.259 1.406
C 2.665 -1.421 0.587
C 3.287 -2.344 1.425
C 3.798 -3.527 0.915
C 3.702 -3.794 -0.445
C 3.097 -2.880 -1.292
C 2.572 -1.688 -0.795
P 1.700 -0.485 -1.857
C 2.915 0.803 -2.248
C 1.446 -1.301 -3.445
H 1.030 -1.099 3.105
H 1.101 0.632 3.442
H 2.577 -0.337 3.582
H 4.216 0.700 1.906
H 3.151 2.122 2.011
H 3.787 1.612 0.446
H 3.363 -2.154 2.488
H 4.266 -4.242 1.578
H 4.099 -4.718 -0.844
H 3.027 -3.104 -2.349
H 3.843 0.334 -2.575
H 3.107 1.445 -1.396
H 2.517 1.427 -3.048
H 2.399 -1.487 -3.940
H 0.843 -0.636 -4.064
H 0.895 -2.228 -3.306
N -1.806 1.275 1.132
C -1.805 1.188 2.583
C -1.667 2.373 3.289
C -1.663 2.365 4.675
C -1.813 1.160 5.345
C -1.939 -0.019 4.625
C -1.929 -0.039 3.230
C -1.912 -1.346 2.511
C -2.631 -2.427 3.007
C -2.444 -3.699 2.473
C -1.517 -3.906 1.463
C -0.835 -2.811 0.944
C -1.041 -1.506 1.422
H -1.732 2.245 0.839
H -2.698 0.956 0.749
H -1.579 3.311 2.752
H -1.552 3.292 5.221
H -1.821 1.133 6.427
H -2.009 -0.961 5.154
H -3.343 -2.285 3.811
H -3.013 -4.532 2.865
H -1.339 -4.901 1.077
H -0.120 -3.000 0.142
C -1.873 1.911 -4.350
C -1.608 0.975 -3.190
S -0.999 1.798 -1.729
C -1.860 -0.339 -3.240
C -2.437 -1.021 -4.451
S -1.593 -1.459 -1.873
H -1.412 2.881 -4.177
H -2.944 2.078 -4.482
H -1.481 1.517 -5.289
H -2.838 -0.309 -5.170
H -3.244 -1.696 -4.164
H -1.680 -1.627 -4.958

- lowest unoccupied orbital energy (eV) = -3.16
- total charge = +1

---

C26H32IrN5O7Si | the ωB97M-V functional and the def2-TZVPD basis

Positions of all 72 atoms, in Å:
Ir -0.369 -0.167 0.666
N 2.168 -0.202 2.937
C 2.702 0.047 1.676
C 4.071 -0.187 1.509
C 4.627 0.027 0.268
C 3.819 0.473 -0.772
C 2.483 0.685 -0.519
N 1.925 0.477 0.689
C 0.976 0.154 3.536
C 0.960 0.172 4.941
C -0.193 0.522 5.597
C -1.321 0.860 4.854
C -1.238 0.798 3.487
N -0.116 0.440 2.825
H 2.863 -0.494 3.603
H 4.672 -0.525 2.343
H 5.684 -0.146 0.111
H 4.215 0.662 -1.759
H 1.797 1.042 -1.273
H 1.860 -0.078 5.488
H -0.215 0.540 6.679
H -2.248 1.152 5.325
H -2.087 0.997 2.848
O -4.295 0.846 -0.193
C -3.131 1.061 0.058
O -2.403 0.317 0.861
C -2.472 2.350 -0.391
C -3.277 3.469 -0.411
C -2.738 4.705 -0.743
C -1.414 4.838 -1.102
C -0.629 3.701 -1.136
C -1.098 2.422 -0.758
O -0.312 1.388 -0.769
N 0.742 3.883 -1.614
O 1.320 4.904 -1.288
O 1.223 3.022 -2.328
N -3.589 5.896 -0.720
O -3.090 6.957 -1.047
O -4.747 5.758 -0.374
H -4.325 3.369 -0.169
H -0.999 5.797 -1.367
C 1.744 -2.934 0.237
Si -0.093 -2.563 -0.045
C -0.475 -2.660 -1.914
C -1.969 -2.489 -2.206
C 0.014 -3.992 -2.495
C 0.285 -1.519 -2.611
C -1.141 -3.621 1.147
C -2.620 -3.222 1.157
C -0.586 -3.416 2.565
C -1.011 -5.107 0.784
H 1.973 -3.985 0.031
H 2.043 -2.730 1.267
H 2.368 -2.325 -0.422
H -2.552 -3.345 -1.863
H -2.122 -2.402 -3.286
H -2.382 -1.591 -1.737
H -0.529 -4.846 -2.086
H 1.081 -4.151 -2.313
H -0.136 -3.998 -3.580
H -0.068 -0.535 -2.292
H 0.123 -1.588 -3.692
H 1.364 -1.570 -2.437
H -2.756 -2.158 1.367
H -3.142 -3.794 1.932
H -3.114 -3.438 0.210
H -0.685 -2.375 2.891
H 0.466 -3.704 2.649
H -1.155 -4.033 3.270
H -1.480 -5.330 -0.177
H -1.511 -5.722 1.541
H 0.032 -5.434 0.733

- energy above the lowest of the compared OMol25 structures with the same formula, charge and spin (kcal/mol) = 1.4
- ⟨S²⟩ = 6.009
- spin multiplicity = 5
- lowest unoccupied orbital energy (alpha / beta) (eV) = -0.31 / -1.62

---

C26H32LuNO6 | the ωB97M-V functional and the def2-TZVPD basis

Positions of all 66 atoms, in Å:
O 0.286 -0.199 -4.562
C 0.252 1.052 -5.380
C 0.170 0.350 -6.714
H 1.181 1.629 -5.256
H -0.622 1.672 -5.157
C 0.211 -0.922 -5.830
H 1.068 0.488 -7.330
H -0.753 0.462 -7.279
C 1.481 -1.674 -6.171
H 2.347 -1.035 -5.966
H 1.480 -1.912 -7.247
H 1.539 -2.604 -5.597
C -1.035 -1.788 -5.905
H -1.919 -1.253 -5.537
H -0.873 -2.674 -5.279
H -1.214 -2.106 -6.943
Lu -0.120 -0.597 0.971
C -2.338 -1.226 2.182
C -2.139 0.129 2.572
C -2.292 0.952 1.420
H -2.021 0.473 3.599
C -2.688 0.113 0.343
C -2.633 -1.246 0.788
H -2.862 -2.131 0.196
H -2.339 -2.067 2.869
H -2.187 2.033 1.401
H -3.108 0.460 -0.599
C 0.967 -2.355 2.380
C 0.110 -3.013 1.451
C 0.622 -2.784 0.133
H -0.749 -3.630 1.710
C 1.802 -1.980 0.253
C 2.023 -1.735 1.641
H 2.896 -1.247 2.075
H 0.889 -2.388 3.465
H 0.239 -3.221 -0.790
H 2.470 -1.684 -0.555
O 0.533 0.441 -1.071
C -0.469 -0.115 -1.955
C -1.290 1.047 -2.487
H -0.997 -0.988 -1.528
H 0.128 -0.517 -2.759
C -0.195 2.124 -2.581
H -2.075 1.339 -1.765
H -1.780 0.767 -3.428
C 0.589 1.922 -1.306
H -0.584 3.129 -2.720
H 0.439 1.888 -3.439
H 0.160 2.390 -0.400
H 1.652 2.178 -1.327
O -0.100 2.779 2.673
C 0.392 1.752 3.135
O 0.559 0.630 2.459
C 0.781 1.618 4.579
C 1.506 0.500 5.067
C 1.654 0.309 6.438
C 1.077 1.224 7.343
C 0.364 2.344 6.872
C 0.222 2.526 5.500
N 1.172 0.977 8.740
O 1.799 -0.034 9.137
O 0.622 1.780 9.525
H 1.923 -0.231 4.371
H 2.205 -0.539 6.844
H -0.063 3.045 7.590
H -0.361 3.372 5.140

- energy above the lowest of the compared OMol25 structures with the same formula, charge and spin (kcal/mol) = 0.0
- lowest unoccupied orbital energy (eV) = -0.78